Density functional theory data (ωB97M-V/def2-TZVPD) for C33H44Cl2N4O8SSiTb as an isolated structure in a non-equilibrium geometry.

Computed properties:
Charge = -1
Relative energy (zero: lowest compared OMol25 entry of this formula, charge and spin) = 0.0 kcal/mol
LUMO (alpha / beta) = 0.089 / 0.089 Ha
Gap between HOMO and LUMO (alpha / beta) = 0.26071 / 0.26129 Ha
E_tot = -123479.6147 eV
Spin multiplicity = 7
Strongest force on any atom = 4.49 eV/A

XYZ file:
```
94
Properties=species:S:1:pos:R:3:forces:R:3:mulliken_spin:R:1
Tb -0.944 0.192 -1.015 -1.0 -0.6 0.0 5.919
O -2.326 -3.772 -1.258 0.4 0.8 -0.3 0.000
C -1.834 -2.446 -1.507 -0.3 0.4 0.5 -0.022
O -2.652 -1.507 -0.898 0.6 -0.4 -0.4 0.009
C -1.863 -2.127 -2.996 0.2 1.1 -1.5 -0.003
C -2.189 -2.841 -4.138 0.3 0.4 0.1 -0.003
C -2.118 -2.194 -5.368 -0.6 -0.6 -1.5 0.001
C -1.638 -0.901 -5.549 0.4 0.0 0.2 -0.001
C -1.262 -0.265 -4.362 -0.8 0.3 -0.3 -0.002
N -1.509 -0.836 -3.212 0.5 -1.5 1.7 0.009
C -0.687 1.153 -4.133 -0.5 -1.2 0.0 0.001
O -0.284 1.813 -5.056 0.4 0.7 -1.1 0.000
O -0.686 1.438 -2.899 0.3 0.8 1.0 0.024
H -2.911 -3.519 -0.540 -0.4 -0.4 0.3 0.000
H -2.464 -3.864 -4.187 -0.3 -0.7 0.6 0.000
H -2.501 -2.807 -6.227 0.6 0.8 0.6 0.000
H -1.517 -0.414 -6.521 -0.1 -0.3 0.4 0.000
C 2.894 -1.294 -0.540 0.7 0.5 1.0 0.002
C 2.608 -0.055 -1.404 -1.5 -1.3 0.3 0.000
C 2.043 -0.471 -2.762 -0.3 -0.1 -0.1 -0.004
C 3.816 0.824 -1.580 -0.7 1.1 -1.1 -0.001
O 1.469 0.612 -0.720 1.2 0.3 -0.6 0.033
Si 1.582 1.830 0.408 0.0 1.5 0.5 0.030
S -0.339 2.128 0.949 -1.4 0.2 -0.2 -0.010
O 2.418 1.197 1.657 0.5 -0.5 -0.1 -0.001
C 2.453 1.662 2.993 -0.4 0.6 0.6 0.000
C 1.252 1.238 3.867 0.4 0.5 -0.2 -0.001
C 3.683 1.113 3.657 0.7 0.0 0.2 0.000
C 2.672 3.156 3.014 0.3 1.3 -0.5 0.000
O 2.360 3.274 -0.007 -0.6 -1.9 -0.3 -0.005
C 1.924 4.354 -0.861 -0.2 0.4 0.9 -0.001
C 1.077 5.325 0.072 1.0 -1.4 -0.9 -0.001
C 3.223 4.969 -1.295 0.2 1.3 0.5 0.000
C 1.127 3.915 -2.097 2.1 -0.5 0.3 -0.001
H 3.737 -1.892 -0.925 -0.1 0.4 0.1 0.000
H 2.058 -1.983 -0.495 -0.2 0.3 -0.1 -0.002
H 3.104 -0.931 0.512 0.0 -0.6 -1.1 0.000
H 2.833 -0.833 -3.365 1.2 -0.6 -0.6 -0.001
H 1.648 0.354 -3.352 -0.2 0.3 0.4 0.000
H 1.318 -1.303 -2.742 0.0 0.5 0.5 0.001
H 4.625 0.212 -1.905 0.7 -0.6 -0.2 0.000
H 4.132 1.432 -0.754 0.0 0.0 0.7 0.001
H 3.617 1.527 -2.410 0.1 -0.1 0.3 0.000
H 1.198 0.176 3.942 0.3 -1.0 0.2 0.000
H 0.292 1.507 3.481 -0.4 0.6 -0.4 0.000
H 1.375 1.680 4.864 0.0 -0.2 -0.1 0.000
H 3.556 0.053 3.849 0.3 -0.2 0.1 0.000
H 3.798 1.674 4.590 0.1 -0.4 0.1 0.000
H 4.590 1.332 3.073 -0.3 -0.3 0.0 0.000
H 1.881 3.779 2.558 0.3 -0.6 -0.3 0.000
H 3.664 3.300 2.473 -1.3 0.4 0.8 0.000
H 2.679 3.545 4.043 0.5 -0.3 -0.1 0.000
H 1.581 5.508 1.062 -0.2 0.4 -1.3 0.000
H 0.206 4.745 0.314 -0.6 -0.1 0.1 0.000
H 0.780 6.149 -0.582 0.2 0.5 0.7 0.000
H 3.766 5.362 -0.429 -0.3 0.6 -0.1 0.000
H 3.129 5.667 -2.128 -0.2 0.5 0.4 0.000
H 3.920 4.274 -1.649 0.7 -1.7 -0.7 0.000
H 0.327 3.328 -1.798 -1.9 -0.9 0.6 0.000
H 1.732 3.193 -2.712 -0.3 1.0 0.2 0.000
H 0.760 4.764 -2.653 0.1 0.2 -0.4 0.000
C -5.599 0.543 -1.125 2.9 0.4 0.2 -0.001
C -4.331 0.618 -0.239 0.7 0.1 1.1 -0.002
O -3.282 1.110 -0.663 -0.4 -0.1 0.2 0.007
N -4.443 0.132 1.056 -3.1 0.1 -3.2 0.002
C -3.571 0.364 2.127 0.1 -0.3 2.5 -0.001
C -3.366 -0.848 3.024 0.2 0.3 -0.2 0.000
C -3.398 -2.086 2.484 0.3 -2.6 -0.7 0.002
C -3.091 -3.241 3.243 -0.9 1.4 -0.9 0.000
C -2.871 -3.012 4.572 0.7 -2.9 0.0 0.000
C -2.908 -1.758 5.037 0.3 1.7 0.9 0.000
N -3.120 -0.681 4.311 -0.2 1.3 0.3 0.000
H -6.382 0.035 -0.626 -1.0 -0.3 0.1 0.000
H -5.188 0.018 -1.980 -0.5 -0.4 -0.3 0.000
H -5.797 1.558 -1.464 -0.4 0.0 0.2 0.000
H -5.418 -0.222 1.167 1.5 0.4 0.8 0.000
H -3.939 1.084 2.856 -0.3 0.6 -0.3 0.000
H -2.637 0.740 1.781 0.9 0.2 -0.5 0.007
H -3.554 -2.127 1.426 -0.1 -0.3 -0.5 -0.001
H -3.093 -4.233 2.820 0.1 0.0 -0.2 0.000
H -2.578 -3.823 5.253 -0.3 0.3 -0.3 0.000
H -2.702 -1.612 6.074 0.1 0.4 0.7 0.000
Cl -0.099 -1.574 2.064 0.1 -0.7 -0.7 0.000
C 0.243 -3.100 1.197 -0.2 0.3 -0.4 -0.003
C 0.719 -4.162 1.972 0.5 0.8 0.5 0.000
C 1.192 -5.315 1.381 0.1 -0.2 -1.1 -0.001
C 1.187 -5.373 -0.039 -0.7 0.5 1.8 0.000
C 0.634 -4.358 -0.769 -0.5 1.0 -0.6 -0.002
Cl 0.647 -4.453 -2.544 0.0 -0.2 0.7 0.000
C 0.071 -3.143 -0.232 1.0 -1.8 1.6 -0.006
N -0.465 -2.197 -0.993 -0.8 1.3 -0.6 0.028
H 0.855 -3.986 3.051 -0.3 -0.2 -0.6 0.000
H 1.587 -6.158 1.961 -0.2 0.5 -0.2 0.000
H 1.515 -6.237 -0.527 0.6 -1.1 -0.7 0.000
```
Forces are in eV/Å.

Density functional theory data (ωB97M-V/def2-TZVPD) for a 2-piece molecular cluster, C33H44N3O2 overall in a non-equilibrium geometry.

Computed properties:
Charge = +1
Relative energy (zero: lowest compared OMol25 entry of this formula, charge and spin) = 17.7 kcal/mol
LUMO = -0.176 Ha
Gap between HOMO and LUMO = 0.17825 Ha
E_tot = -43493.5890 eV
Spin multiplicity = 1
Strongest force on any atom = 2.70 eV/A

XYZ file:
```
82
Properties=species:S:1:pos:R:3:forces:R:3:mulliken_charge:R:1
C 4.048 2.478 -1.607 -0.3 0.2 0.0 -1.004
C 4.603 3.578 -0.700 0.0 -0.4 0.1 -0.972
C 3.508 4.442 -0.062 0.2 0.3 -0.6 -0.735
C 2.177 3.763 0.172 0.0 -1.5 -0.1 0.366
N 1.177 4.572 0.694 -0.1 -0.3 0.7 0.362
C 1.510 5.961 0.990 -0.5 0.5 -0.4 -0.498
C 0.432 6.635 1.833 -0.2 0.0 -0.1 -0.783
O -0.875 6.438 1.293 0.4 -0.7 0.2 -0.399
C -1.199 5.046 1.230 0.1 0.3 0.0 -0.523
C -0.217 4.257 0.359 0.0 0.8 -0.3 -0.409
C 1.987 2.430 -0.110 0.3 1.9 0.2 -0.251
C 2.964 1.633 -0.903 0.8 -0.4 -0.2 -0.743
H 3.610 2.946 -2.497 0.0 0.0 0.1 0.359
H 4.868 1.842 -1.961 -0.2 0.1 0.1 0.393
H 5.215 3.127 0.090 -0.1 0.0 -0.1 0.330
H 5.269 4.230 -1.281 -0.1 -0.2 0.2 0.408
H 3.910 4.861 0.873 -0.2 -0.1 -0.2 0.326
H 3.335 5.304 -0.732 0.0 -0.2 0.3 0.346
H 2.454 6.020 1.544 -0.3 0.0 -0.2 0.268
H 1.622 6.537 0.051 0.0 -0.1 0.3 0.387
H 0.494 6.255 2.872 -0.2 0.1 -0.3 0.304
H 0.576 7.726 1.828 0.1 -0.4 0.1 0.365
H -1.227 4.597 2.241 0.0 0.3 -0.1 0.196
H -2.205 5.020 0.788 0.3 -0.2 0.2 0.348
H -0.419 4.524 -0.700 0.2 -0.2 0.3 0.281
H -0.413 3.188 0.478 0.0 0.2 0.1 0.123
H 1.066 1.944 0.176 -0.1 0.3 -0.3 0.602
H 2.428 1.053 -1.670 0.1 0.1 0.1 0.197
H 3.474 0.892 -0.269 0.0 0.0 0.0 0.309
C -3.292 -5.761 -0.731 -0.4 0.0 0.4 -0.950
N -2.189 -4.833 -0.826 0.4 0.1 -0.4 0.279
C -1.197 -5.024 -1.739 0.2 -1.1 -0.7 0.193
O -1.093 -5.977 -2.511 -0.1 1.6 1.2 -0.691
C -0.239 -3.836 -1.617 0.5 -0.8 -0.2 0.038
C -0.182 -2.998 -2.898 -0.2 0.3 -0.2 -0.553
C 0.340 -3.766 -4.089 0.1 0.1 -0.2 0.535
C -0.454 -3.910 -5.232 0.2 -0.3 0.3 -0.375
C -0.010 -4.709 -6.286 0.2 0.1 0.1 -0.585
C 1.250 -5.315 -6.227 -0.1 0.2 0.2 -0.453
C 2.068 -5.108 -5.112 -0.1 0.1 0.1 -0.705
C 1.620 -4.324 -4.046 -0.3 -0.2 -0.3 -0.237
N -0.795 -3.081 -0.493 1.5 2.1 0.8 0.574
C -0.161 -1.960 -0.066 -0.7 -1.4 -0.9 0.248
C -0.623 -1.117 0.937 -0.1 1.0 0.8 0.480
C -0.013 0.040 1.445 -0.5 -2.0 0.0 -0.813
C -0.533 0.696 2.613 -0.6 0.5 1.1 0.672
C 0.130 1.796 3.229 -0.2 -0.1 -0.2 -0.216
C -0.399 2.432 4.352 0.1 -0.3 -0.3 -0.705
C -1.602 1.998 4.928 0.4 0.0 -0.2 1.237
C -2.158 2.704 6.121 -0.2 0.1 0.2 -1.424
C -2.246 0.886 4.375 0.1 -0.2 -0.3 -1.060
C -1.725 0.248 3.262 0.1 0.2 -0.2 -0.644
C -2.054 -3.650 0.029 -0.9 -0.6 0.0 0.074
C -3.256 -2.725 -0.190 0.1 0.1 -0.3 -1.530
C -1.966 -4.101 1.492 0.3 -0.1 0.0 -1.545
H -3.201 -6.506 -1.522 0.1 0.2 0.1 0.378
H -3.289 -6.274 0.237 0.0 0.0 -0.1 0.303
H -4.246 -5.236 -0.843 0.1 -0.1 0.0 0.316
H 0.770 -4.220 -1.364 -0.5 0.2 -0.1 0.335
H -1.200 -2.627 -3.105 0.3 0.0 0.0 0.325
H 0.463 -2.127 -2.699 -0.2 -0.1 -0.1 0.397
H -1.432 -3.422 -5.263 0.3 -0.3 -0.1 0.320
H -0.653 -4.861 -7.152 0.2 0.1 0.2 0.372
H 1.597 -5.941 -7.052 -0.1 0.2 0.3 0.375
H 3.057 -5.562 -5.061 -0.2 0.1 -0.1 0.378
H 2.247 -4.156 -3.166 -0.1 -0.2 -0.3 0.337
H 0.774 -1.726 -0.581 -0.2 -0.2 0.1 0.745
H -1.556 -1.441 1.380 0.3 0.3 0.0 -1.030
H 0.927 0.380 1.022 -0.1 0.0 0.1 0.866
H 1.072 2.142 2.811 -0.1 0.1 -0.1 0.334
H 0.129 3.274 4.805 -0.1 -0.3 -0.2 0.424
H -3.111 2.264 6.425 0.1 0.1 0.0 0.394
H -1.468 2.662 6.974 -0.1 0.0 -0.2 0.332
H -2.327 3.762 5.886 0.0 -0.2 0.1 0.329
H -3.163 0.512 4.836 0.3 0.1 -0.2 0.327
H -2.268 -0.616 2.886 0.1 0.2 0.1 0.232
H -3.377 -2.525 -1.264 0.0 0.0 0.3 0.332
H -4.162 -3.216 0.187 0.2 0.2 -0.1 0.488
H -3.128 -1.776 0.333 -0.2 -0.1 -0.1 0.400
H -1.201 -4.883 1.594 -0.2 0.2 0.0 0.385
H -1.713 -3.271 2.154 -0.1 -0.2 0.0 0.341
H -2.933 -4.517 1.805 0.3 0.1 -0.1 0.466
```
Forces are in eV/Å.

The highest E_tot belongs to which entry? C33H44N3O2

What is the formula in the second record? C33H44N3O2